Formula: C9H14
Source: the OMol25 dataset
Level of theory: ωB97M-V with the def2-TZVPD basis set

For the HOMO-LUMO gap, the calculation gives 9.9 eV. As for the structure (SMILES): Cc1ccccc1.CC. Its energy relative to the best compared isomer or geometry (same formula, charge and spin) is 3.099 eV. The calculation puts the total energy at -9557.0829 eV. The calculation puts the highest occupied orbital energy at -8.97 eV.

Structure (ORCA input):
```
! wB97M-V def2-TZVPD RIJCOSX def2/J DEFGRID3
* xyz 0 1
C 0.410 2.272 0.613
C 0.789 1.131 -0.188
C 0.480 -0.124 0.397
C 0.840 -1.193 -0.437
C 1.452 -1.149 -1.776
C 1.425 0.142 -2.317
C 1.264 1.306 -1.458
H -0.726 2.374 0.722
H 0.814 3.260 0.093
H 0.658 2.469 1.748
H 0.291 -0.423 1.316
H 0.782 -2.216 -0.051
H 1.604 -2.176 -2.165
H 1.602 0.014 -3.372
H 1.428 2.384 -1.724
C -2.682 -0.505 2.329
C -2.480 -1.735 1.443
H -1.900 -0.153 3.066
H -2.939 0.428 1.727
H -3.605 -0.556 3.162
H -3.228 -2.424 1.569
H -1.594 -2.442 1.826
H -2.175 -1.404 0.446
*
```